Below is a cluster of 2 separate species, C4H7NOS in total at a distorted geometry, with properties calculated with ωB97M-V with the def2-TZVPD basis set.

Summary:
* frontier orbital gap: 8.44 eV
* ΔE to the lowest compared entry with this formula, charge and spin: 1.414 eV
* E_HOMO: -8.48 eV

Each line ends with the natural charge from an NBO analysis.
Geometry (Å):
C  4.041  0.836  0.616  0.84
C  -1.176  -0.653  -0.486  -0.04
C  -0.927  0.249  0.701  -0.70
C  -2.324  -0.372  -1.363  -0.69
N  3.100  0.162  0.922  -0.76
O  4.704  1.562  0.003  -0.50
S  -0.052  -1.787  -0.798  0.02
H  -0.214  1.018  0.531  0.25
H  -0.324  -0.224  1.494  0.24
H  -1.823  0.675  1.181  0.21
H  -3.002  0.083  -0.563  0.21
H  -2.761  -1.307  -1.695  0.24
H  -2.246  0.266  -2.207  0.25
H  3.003  -0.507  1.664  0.42



Below is a structure of composition C6H13N2O4S3SbV, with properties calculated with ωB97M-V with the def2-TZVPD basis set.

Summary:
* multiplicity: 2
* frontier orbital gap (alpha / beta): 6.42 / 7.63 eV
* ΔE to the lowest compared entry with this formula, charge and spin: 0.000 eV
* E_HOMO (alpha / beta): -7.64 / -7.98 eV
* <S²>: 0.7891

Each line ends with the natural charge from an NBO analysis.
Geometry (Å):
V  -1.409  -0.661  -0.127  0.89
C  2.265  -2.461  0.783  -0.62
C  1.432  -1.966  -0.380  0.14
C  2.224  -1.872  -1.676  -0.63
O  0.880  -0.666  -0.049  -0.72
C  0.221  -2.880  -0.629  0.78
O  0.316  -4.073  -0.551  -0.56
O  -0.883  -2.232  -0.979  -0.68
H  3.149  -1.833  0.906  0.21
H  2.573  -3.489  0.600  0.24
H  1.679  -2.432  1.701  0.23
H  3.073  -1.194  -1.550  0.21
H  1.594  -1.516  -2.492  0.22
H  2.611  -2.855  -1.941  0.25
H  1.375  0.035  -0.484  0.50
S  -4.461  0.679  2.893  -0.87
Sb  -3.961  -1.260  1.850  0.99
S  -3.483  -0.478  -0.571  -0.36
S  -1.439  -1.185  1.971  -0.42
C  0.435  3.462  -1.037  -0.40
N  -0.446  3.405  0.116  -0.59
C  -1.179  2.309  0.406  0.82
N  -2.055  2.369  1.392  -0.80
O  -0.949  1.264  -0.279  -0.70
H  1.030  4.369  -0.968  0.22
H  -0.120  3.467  -1.976  0.21
H  1.108  2.609  -1.037  0.20
H  -0.695  4.268  0.565  0.40
H  -2.218  3.229  1.886  0.40
H  -2.667  1.589  1.658  0.46



Below is a structure of composition C5H10O at a distorted geometry, with properties calculated with ωB97M-V with the def2-TZVPD basis set.

Summary:
* frontier orbital gap: 9.87 eV
* ΔE to the lowest compared entry with this formula, charge and spin: 5.186 eV
* E_HOMO: -9.55 eV

Each line ends with the natural charge from an NBO analysis.
Geometry (Å):
C  1.513  -1.278  0.799  -0.63
C  1.048  -0.134  -0.086  0.16
O  1.240  -0.584  -1.332  -0.65
C  -0.639  0.130  0.496  -0.28
C  -1.205  1.379  0.191  -0.35
C  -1.688  0.165  -0.552  -0.46
H  0.835  -2.115  0.590  0.21
H  1.404  -0.917  1.829  0.21
H  2.538  -1.543  0.535  0.21
H  1.610  0.776  0.211  0.15
H  0.643  0.368  -2.025  0.44
H  -0.919  -0.287  1.461  0.22
H  -1.937  2.053  0.610  0.23
H  -0.282  2.082  -0.664  0.11
H  -1.432  0.069  -1.588  0.20
H  -2.729  -0.165  -0.475  0.22



Below is a structure of composition C64H48BrP3ReSSi at a distorted geometry, with properties calculated with ωB97M-V with the def2-TZVPD basis set.

Summary:
* multiplicity: 4
* frontier orbital gap (alpha / beta): 6.54 / 5.84 eV
* E_HOMO (alpha / beta): -6.17 / -6.63 eV
* <S²>: 3.7872

Each line ends with the Mulliken spin population.
Geometry (Å):
Re  1.485  -0.269  0.797  2.26
C  -0.204  -3.713  5.808  0.01
C  0.798  -2.757  5.679  -0.02
C  0.831  -1.871  4.599  -0.02
C  -0.225  -1.875  3.728  0.08
C  -1.114  -2.935  3.760  0.00
C  -1.175  -3.837  4.807  -0.01
P  -0.302  -0.395  2.666  -0.02
C  -0.542  1.089  3.787  0.00
C  0.092  1.301  4.995  0.02
C  -0.010  2.518  5.674  0.00
C  -0.697  3.613  5.164  0.00
C  -1.281  3.446  3.915  0.00
C  -1.187  2.252  3.229  0.01
C  -2.029  -0.521  2.069  -0.01
C  -3.060  -0.484  3.005  0.00
C  -4.379  -0.355  2.585  0.00
C  -4.618  -0.477  1.199  0.00
C  -3.598  -0.602  0.268  0.00
C  -2.259  -0.576  0.680  -0.04
Si  -0.833  -0.504  -0.581  -0.03
C  -1.656  -0.030  -2.259  0.01
C  -1.428  -0.779  -3.450  0.00
C  -2.132  -0.576  -4.618  0.00
C  -2.967  0.579  -4.719  0.00
C  -3.054  1.421  -3.650  0.00
C  -2.369  1.224  -2.410  -0.01
P  -2.094  2.673  -1.309  0.01
C  -3.775  3.233  -0.835  0.00
C  -4.958  2.652  -1.311  0.00
C  -6.201  3.169  -0.937  0.00
C  -6.288  4.296  -0.110  0.00
C  -5.093  4.933  0.354  0.00
C  -3.901  4.388  -0.054  0.00
C  -1.498  3.981  -2.372  0.00
C  -0.136  4.097  -2.642  0.00
C  0.317  4.816  -3.741  0.00
C  -0.630  5.326  -4.663  0.00
C  -1.979  5.228  -4.364  0.00
C  -2.409  4.740  -3.144  0.00
C  -0.258  -2.346  -1.001  0.01
C  -1.272  -3.139  -1.541  0.02
C  -1.025  -4.348  -2.244  0.00
C  0.289  -4.736  -2.439  0.00
C  1.286  -3.966  -1.913  0.00
C  1.014  -2.895  -1.061  -0.08
P  2.305  -2.364  0.188  0.01
C  2.171  -3.878  1.322  0.02
C  3.332  -4.378  1.895  0.04
C  3.402  -5.613  2.489  0.01
C  2.256  -6.388  2.543  0.00
C  1.052  -5.902  2.030  0.00
C  0.994  -4.600  1.528  0.01
C  3.920  -2.463  -0.600  -0.06
C  4.317  -3.674  -1.180  0.00
C  5.414  -3.752  -2.060  0.00
C  6.106  -2.573  -2.386  0.00
C  5.857  -1.381  -1.645  0.00
C  4.803  -1.340  -0.743  0.01
H  -0.222  -4.369  6.680  0.00
H  1.645  -2.817  6.401  0.00
H  1.659  -1.123  4.442  0.03
H  -1.874  -3.099  2.977  0.00
H  -1.904  -4.678  4.887  0.00
H  0.635  0.510  5.507  0.00
H  0.373  2.642  6.663  0.00
H  -0.623  4.587  5.559  0.00
H  -1.820  4.289  3.425  0.00
H  -1.703  2.189  2.234  0.00
H  -2.909  -0.535  4.076  0.00
H  -5.193  -0.271  3.283  0.00
H  -5.636  -0.505  0.866  0.00
H  -3.854  -0.723  -0.779  0.00
H  -0.714  -1.601  -3.414  0.00
H  -2.011  -1.221  -5.489  0.00
H  -3.530  0.783  -5.608  0.00
H  -3.653  2.367  -3.742  0.00
H  -4.967  1.968  -2.183  0.00
H  -7.138  2.643  -1.250  0.00
H  -7.249  4.748  0.097  0.00
H  -5.031  5.829  0.949  0.00
H  -2.969  4.942  0.121  0.00
H  0.550  3.523  -2.057  0.00
H  1.355  4.991  -3.919  0.00
H  -0.342  5.666  -5.634  0.00
H  -2.745  5.563  -5.063  0.00
H  -3.431  4.732  -2.884  0.00
H  -2.407  -2.954  -1.537  0.00
H  -1.844  -4.988  -2.471  0.00
H  0.475  -5.722  -2.933  0.00
H  2.299  -4.218  -2.138  0.00
H  4.269  -3.817  1.862  0.00
H  4.302  -5.845  3.044  0.00
H  2.253  -7.384  2.959  0.00
H  0.088  -6.475  2.095  0.00
H  0.006  -4.206  1.271  0.00
H  3.812  -4.597  -0.874  0.00
H  5.626  -4.670  -2.541  0.00
H  6.935  -2.666  -3.138  0.00
H  6.504  -0.539  -1.826  0.00
H  4.575  -0.480  -0.141  0.04
Br  1.259  2.471  1.543  0.01
C  2.604  2.813  0.218  0.03
C  3.182  4.068  0.180  0.02
C  3.752  4.558  -0.985  -0.02
C  3.904  3.835  -2.121  0.03
C  3.514  2.438  -2.021  -0.04
C  3.693  1.599  -3.135  0.08
C  3.101  0.354  -3.206  -0.04
C  2.455  -0.124  -2.107  0.00
C  2.363  0.601  -0.916  0.05
C  2.847  1.922  -0.851  0.00
H  3.254  4.617  1.133  0.00
H  4.072  5.606  -0.849  0.00
H  4.395  4.264  -3.042  0.00
H  4.190  1.934  -4.043  0.00
H  3.242  -0.292  -4.071  0.00
H  1.920  -1.098  -2.268  0.02
S  3.251  -0.716  1.986  0.58



Below is a cluster of 3 separate species, C35H60FN5O2S3 in total at a distorted geometry, with properties calculated with ωB97M-V with the def2-TZVPD basis set.

Summary:
* multiplicity: 3
* frontier orbital gap (alpha / beta): 6.72 / 6.72 eV
* E_HOMO (alpha / beta): -8.28 / -8.29 eV
* <S²>: 2.0112

Each line ends with the Mulliken spin population.
Geometry (Å):
C  -2.037  -1.935  -7.400  0.00
C  -1.446  -1.854  -8.944  0.00
N  -0.049  -2.412  -9.105  0.00
C  1.030  -1.423  -8.722  0.00
C  1.096  -0.244  -9.907  0.00
C  0.126  -3.762  -8.446  0.00
S  -0.996  -5.011  -8.884  0.00
S  1.409  -4.230  -7.165  0.00
C  0.457  -4.571  -5.589  0.00
C  1.027  -5.812  -4.683  0.00
C  2.343  -5.463  -3.770  0.00
C  2.355  -3.964  -3.108  -0.02
C  1.113  -3.357  -2.189  0.02
C  -0.231  -4.216  -1.814  0.00
C  -1.487  -4.035  -2.852  0.00
F  0.103  -5.663  -1.536  0.00
C  1.174  -1.800  -1.583  -0.03
C  2.434  -0.771  -1.788  0.01
N  2.597  0.661  -1.242  -0.01
S  4.191  1.095  -1.819  0.00
N  4.707  -0.320  -2.714  0.01
C  3.655  -1.407  -2.683  -0.01
C  3.657  -2.938  -3.328  0.02
C  5.020  -3.357  -4.167  0.00
H  -1.450  -1.195  -6.690  0.00
H  -3.142  -1.488  -7.466  0.00
H  -2.135  -3.024  -6.981  0.00
H  -2.204  -2.489  -9.613  0.00
H  -1.579  -0.740  -9.287  0.00
H  2.113  -1.863  -8.666  0.00
H  0.670  -0.910  -7.712  0.00
H  2.156  0.258  -9.808  0.00
H  1.120  -0.849  -10.934  0.00
H  0.197  0.504  -9.852  0.00
H  0.348  -3.551  -5.018  0.00
H  -0.649  -4.872  -5.925  0.00
H  0.111  -6.221  -4.035  0.00
H  1.313  -6.725  -5.397  0.00
H  2.580  -6.282  -2.935  0.00
H  3.281  -5.511  -4.506  0.00
H  -0.609  -3.796  -0.762  0.00
H  -2.472  -3.755  -2.241  0.00
H  -1.348  -3.205  -3.665  0.00
H  -1.734  -5.073  -3.378  0.00
H  0.244  -1.410  -0.956  0.00
H  4.757  -3.981  -5.121  0.00
H  5.686  -2.446  -4.481  0.00
H  5.713  -4.045  -3.479  0.00
C  -2.519  -1.882  1.877  0.02
C  -2.767  -0.493  1.230  0.03
C  -1.529  0.421  1.424  0.02
C  -1.395  0.979  2.834  -0.02
C  -2.682  1.672  3.267  0.03
C  -3.935  0.766  3.132  0.03
N  -4.031  0.101  1.786  0.26
O  -4.473  1.073  0.868  0.65
C  -3.916  -0.300  4.263  0.02
C  -5.202  1.620  3.471  0.00
C  -2.867  -0.838  -0.295  -0.01
H  -2.309  -1.848  2.943  0.00
H  -3.376  -2.547  1.722  -0.01
H  -1.644  -2.368  1.428  0.00
H  -1.582  1.266  0.726  0.00
H  -0.611  -0.125  1.171  0.00
H  -1.132  0.179  3.534  0.00
H  -0.569  1.697  2.863  0.00
H  -2.572  2.013  4.305  0.00
H  -2.809  2.580  2.663  0.00
H  -4.634  -1.104  4.064  -0.01
H  -4.191  0.140  5.230  0.00
H  -2.934  -0.741  4.431  0.00
H  -5.303  2.501  2.827  0.00
H  -5.157  2.003  4.498  0.00
H  -6.116  1.021  3.383  0.00
H  -3.744  -1.463  -0.506  0.00
H  -1.982  -1.394  -0.629  0.00
H  -2.922  0.055  -0.928  0.00
C  0.220  6.361  6.678  0.01
C  0.268  4.814  6.792  0.03
C  1.013  4.392  8.086  0.01
C  2.525  4.543  7.999  -0.02
C  3.072  3.822  6.772  0.02
C  2.381  4.259  5.452  0.03
N  0.879  4.238  5.546  0.28
O  0.473  2.892  5.467  0.65
C  2.879  5.678  5.063  0.01
C  2.922  3.361  4.290  -0.01
C  -1.242  4.436  6.970  -0.02
H  1.195  6.839  6.657  0.00
H  -0.329  6.673  5.783  -0.01
H  -0.294  6.798  7.544  0.00
H  0.787  3.343  8.316  0.00
H  0.648  4.975  8.942  0.00
H  2.799  5.603  7.979  0.00
H  2.984  4.123  8.900  0.00
H  4.154  3.997  6.708  0.00
H  2.948  2.740  6.919  0.00
H  2.244  6.125  4.289  -0.01
H  3.899  5.646  4.658  0.00
H  2.940  6.366  5.906  0.00
H  2.755  2.293  4.467  0.00
H  4.006  3.479  4.172  0.00
H  2.456  3.631  3.335  0.00
H  -1.824  4.683  6.074  0.00
H  -1.686  4.986  7.810  0.00
H  -1.388  3.373  7.192  0.00